1.
Entry from the OMol25 dataset: a cluster of 9 separate species, C28H81N7O9 in total at a distorted geometry (ωB97M-V with the def2-TZVPD basis set).

Properties
DFT total energy: -59203.734 eV
Kohn-Sham gap: 8.8 eV
relative energy (zero: lowest compared OMol25 entry of this formula, charge and spin): 36.51 kcal per mole

```
! RIJCOSX wB97M-V def2-TZVPD def2/J DEFGRID3
* xyz 0 1
C 3.084 4.296 4.782
O 2.096 3.348 5.077
C 0.953 3.413 4.252
C 0.756 2.150 3.455
C 0.548 0.937 4.391
N 1.936 1.950 2.615
H 3.295 4.317 3.705
H 3.964 4.112 5.390
H 2.768 5.333 4.985
H 0.094 3.626 4.904
H 0.988 4.310 3.620
H -0.087 2.213 2.767
H 1.449 0.682 4.939
H 0.217 0.082 3.799
H -0.277 1.182 5.071
H 1.883 1.179 1.962
H 2.821 1.760 3.070
C 0.535 -4.872 -3.065
O -0.584 -4.904 -2.203
C -1.783 -5.258 -2.821
C -2.851 -5.580 -1.759
C -2.373 -6.606 -0.743
N -4.056 -6.006 -2.443
H 0.574 -3.898 -3.578
H 0.542 -5.611 -3.868
H 1.395 -4.877 -2.398
H -2.281 -4.480 -3.419
H -1.645 -6.142 -3.453
H -3.040 -4.656 -1.186
H -1.442 -6.263 -0.303
H -2.305 -7.575 -1.243
H -3.135 -6.733 0.031
H -4.840 -6.091 -1.810
H -4.353 -5.396 -3.193
C 2.801 5.562 -5.718
O 2.723 4.153 -5.718
C 3.034 3.518 -4.487
C 2.216 3.953 -3.288
C 2.437 3.012 -2.119
N 0.785 3.861 -3.661
H 2.171 5.905 -6.540
H 3.827 5.930 -5.697
H 2.243 5.988 -4.868
H 2.922 2.447 -4.651
H 4.101 3.699 -4.284
H 2.439 4.984 -2.996
H 3.413 3.146 -1.644
H 2.388 1.955 -2.386
H 1.695 3.172 -1.335
H 0.181 4.254 -2.950
H 0.642 4.398 -4.510
C -3.726 -2.478 2.736
O -2.962 -1.502 3.367
C -3.488 -1.008 4.599
C -4.641 -0.027 4.354
C -4.162 1.282 3.736
N -5.409 0.123 5.606
H -3.547 -3.511 3.059
H -3.532 -2.469 1.661
H -4.804 -2.298 2.825
H -3.923 -1.857 5.138
H -2.643 -0.585 5.136
H -5.335 -0.533 3.678
H -4.965 2.017 3.836
H -3.941 1.143 2.676
H -3.279 1.699 4.226
H -4.845 0.694 6.237
H -6.210 0.720 5.414
C -8.254 2.943 1.122
O -7.672 2.054 0.224
C -6.460 1.478 0.690
C -6.095 0.328 -0.216
C -7.059 -0.844 -0.174
N -4.723 -0.142 0.105
H -7.737 3.911 1.213
H -8.254 2.559 2.153
H -9.271 3.159 0.803
H -5.666 2.229 0.669
H -6.688 1.063 1.681
H -6.008 0.721 -1.238
H -8.039 -0.661 -0.614
H -7.233 -1.192 0.847
H -6.643 -1.674 -0.753
H -4.048 0.427 -0.388
H -4.629 -1.100 -0.199
C 9.489 -0.165 -2.499
O 8.410 0.272 -1.734
C 7.163 -0.126 -2.240
C 6.130 -0.190 -1.099
C 5.625 1.215 -0.733
N 6.691 -0.760 0.137
H 10.378 0.441 -2.330
H 9.308 -0.082 -3.583
H 9.747 -1.223 -2.361
H 6.814 0.608 -2.982
H 7.193 -1.099 -2.744
H 5.255 -0.777 -1.391
H 4.907 1.236 0.079
H 5.130 1.652 -1.610
H 6.494 1.872 -0.633
H 7.021 -1.700 -0.059
H 7.478 -0.174 0.388
C 1.844 -1.285 -1.874
O 1.833 -0.659 -0.625
C 0.678 0.087 -0.303
C -0.355 -0.769 0.441
C -1.086 -1.808 -0.408
N -1.412 0.126 0.915
H 2.860 -1.636 -2.076
H 1.587 -0.601 -2.693
H 1.198 -2.164 -1.953
H 0.879 0.941 0.341
H 0.211 0.448 -1.226
H 0.182 -1.289 1.246
H -1.724 -1.379 -1.184
H -1.800 -2.389 0.191
H -0.429 -2.585 -0.799
H -1.123 0.795 1.619
H -2.169 -0.418 1.313
O 5.157 -3.370 -2.823
H 5.045 -4.262 -3.166
H 4.947 -2.791 -3.563
O 3.753 -0.851 1.505
H 4.589 -0.670 1.052
H 3.126 -1.020 0.784
*
```

2.
Entry from the OMol25 dataset: a cluster of 10 separate species, C28H82N14O10 in total at a distorted geometry (ωB97M-V with the def2-TZVPD basis set).

Properties
DFT total energy: -71696.693 eV
Kohn-Sham gap: 9.1 eV
relative energy (zero: lowest compared OMol25 entry of this formula, charge and spin): 170.13 kcal per mole

```
! RIJCOSX wB97M-V def2-TZVPD def2/J DEFGRID3
* xyz 0 1
C -1.159 -2.929 3.187
O -0.373 -3.036 1.992
C -0.698 -2.059 0.957
C 0.305 -2.197 -0.205
C 1.779 -1.925 0.209
N -0.089 -1.344 -1.341
H -1.053 -3.813 3.815
H -2.185 -2.972 2.822
H -0.895 -2.092 3.833
H -1.743 -2.172 0.668
H -0.691 -1.095 1.466
H 0.360 -3.240 -0.514
H 1.882 -0.840 0.193
H 2.479 -2.359 -0.505
H 1.895 -2.319 1.219
H -1.075 -1.490 -1.500
H -0.145 -0.399 -0.987
C 4.458 -1.792 7.238
O 4.957 -3.107 7.326
C 4.779 -4.015 6.227
C 5.715 -3.653 5.016
C 5.741 -4.756 3.958
N 7.087 -3.551 5.484
H 5.111 -1.066 6.754
H 4.319 -1.394 8.242
H 3.457 -1.838 6.809
H 4.862 -5.080 6.447
H 3.732 -3.956 5.928
H 5.379 -2.646 4.768
H 6.336 -5.653 4.135
H 6.112 -4.336 3.023
H 4.727 -5.118 3.787
H 7.097 -2.901 6.257
H 7.284 -4.465 5.866
C 1.903 -11.180 1.806
O 0.759 -11.680 1.037
C 0.791 -11.484 -0.399
C 1.052 -10.010 -0.877
C -0.106 -9.022 -0.359
N 1.181 -9.970 -2.320
H 2.031 -10.100 1.887
H 2.826 -11.556 1.366
H 1.822 -11.460 2.856
H 1.500 -12.224 -0.770
H -0.075 -11.858 -0.946
H 1.929 -9.591 -0.383
H 0.058 -8.689 0.666
H -1.013 -9.624 -0.302
H -0.353 -8.189 -1.016
H 1.593 -9.073 -2.533
H 1.968 -10.588 -2.455
C -0.442 4.423 5.214
O -1.310 5.230 4.362
C -0.755 5.697 3.172
C -1.593 6.962 2.745
C -1.408 8.082 3.788
N -3.000 6.858 2.466
H 0.216 5.006 5.859
H 0.212 3.815 4.589
H -0.951 3.780 5.932
H 0.258 6.076 3.304
H -0.744 4.902 2.427
H -1.113 7.324 1.835
H -0.435 8.256 4.246
H -2.142 8.003 4.589
H -1.564 9.016 3.247
H -3.420 6.283 3.183
H -3.520 7.721 2.536
C -7.197 2.443 1.071
O -7.863 3.497 1.718
C -8.923 4.004 0.910
C -9.344 5.442 1.397
C -10.300 5.365 2.590
N -9.903 6.278 0.405
H -6.485 2.028 1.783
H -6.699 2.772 0.159
H -7.927 1.649 0.909
H -8.615 4.143 -0.126
H -9.704 3.245 0.869
H -8.432 5.902 1.779
H -10.599 6.305 3.054
H -9.855 4.768 3.386
H -11.243 4.870 2.357
H -10.473 6.987 0.844
H -10.638 5.674 0.066
C 6.540 4.653 1.710
O 6.543 5.798 0.878
C 7.530 5.890 -0.128
C 7.113 7.022 -1.214
C 5.627 6.941 -1.752
N 7.931 6.775 -2.415
H 6.493 3.758 1.090
H 5.652 4.638 2.341
H 7.439 4.572 2.322
H 8.509 6.077 0.312
H 7.600 4.936 -0.651
H 7.248 8.015 -0.786
H 4.903 6.870 -0.940
H 5.489 6.031 -2.336
H 5.355 7.766 -2.411
H 7.870 7.658 -2.902
H 8.905 6.574 -2.239
N -4.631 5.467 -3.083
C -3.942 4.784 -3.875
N -4.569 4.713 -5.014
O -2.931 4.173 -3.575
H -5.254 6.136 -3.512
H -4.282 5.613 -2.146
H -5.515 5.065 -5.023
H -4.225 4.033 -5.678
N 0.526 0.341 -8.655
C -0.102 1.280 -8.013
N 0.717 1.806 -7.114
O -1.260 1.552 -8.111
H -0.128 -0.294 -9.089
H 1.388 0.110 -8.182
H 0.326 2.450 -6.441
H 1.696 1.559 -7.129
N -4.575 -5.012 -5.109
C -4.425 -3.714 -5.232
N -3.825 -3.319 -6.269
O -4.675 -2.935 -4.324
H -4.147 -5.598 -5.812
H -4.927 -5.309 -4.210
H -3.745 -2.317 -6.363
H -3.698 -3.997 -7.007
N 1.476 -4.713 -6.088
C 2.527 -4.090 -6.440
N 2.740 -3.087 -5.676
O 3.348 -4.423 -7.218
H 1.213 -5.552 -6.585
H 0.830 -4.222 -5.487
H 3.463 -2.482 -6.040
H 2.160 -2.892 -4.873
*
```

3.
Entry from the OMol25 dataset: a structure of composition C28H83N7O10 at a distorted geometry (ωB97M-V with the def2-TZVPD basis set).

Properties
DFT total energy: -61248.327 eV
Kohn-Sham gap: 7.8 eV
relative energy (zero: lowest compared OMol25 entry of this formula, charge and spin): 832.83 kcal per mole

```
! RIJCOSX wB97M-V def2-TZVPD def2/J DEFGRID3
* xyz 0 1
O -0.193 1.633 -3.288
H -0.764 0.926 -2.987
H 0.688 1.350 -3.043
O 1.642 1.049 -2.432
H 1.489 0.276 -1.889
H 2.580 1.221 -2.346
O 0.642 -2.485 -0.862
H 1.123 -3.300 -1.008
H -0.154 -2.579 -1.385
C -4.220 -2.672 -2.043
C -4.847 -1.534 -2.788
C -4.128 -0.242 -2.392
O -5.134 0.832 -2.234
C -4.509 2.061 -2.450
N -4.818 -1.793 -4.236
H -4.648 -3.605 -2.409
H -4.321 -2.654 -0.957
H -3.177 -2.896 -2.265
H -5.841 -1.413 -2.358
H -3.293 0.115 -2.994
H -3.674 -0.402 -1.414
H -5.139 2.857 -2.054
H -4.198 2.267 -3.474
H -3.577 2.255 -1.921
H -4.858 -2.772 -4.479
H -5.675 -1.477 -4.668
C -2.028 1.572 1.423
C -2.447 2.936 1.839
C -1.449 3.485 2.934
O -2.022 3.344 4.225
C -3.056 4.219 4.654
N -2.273 3.911 0.786
H -0.974 1.651 1.155
H -2.648 1.128 0.645
H -2.094 1.111 2.408
H -3.489 2.966 2.159
H -1.231 4.539 2.760
H -0.501 2.948 2.984
H -2.547 5.182 4.622
H -3.384 4.001 5.670
H -3.948 4.170 4.029
H -2.948 3.637 0.086
H -1.378 3.739 0.351
C 0.548 -4.886 0.311
C 1.926 -5.343 -0.186
C 2.723 -4.259 -0.891
O 1.984 -3.914 -2.049
C 2.431 -2.937 -2.909
N 2.721 -5.656 0.950
H -0.121 -5.106 -0.521
H 0.759 -3.851 0.581
H 0.172 -5.524 1.111
H 1.877 -6.268 -0.761
H 3.697 -4.635 -1.204
H 2.949 -3.438 -0.210
H 1.834 -2.720 -3.795
H 3.403 -3.229 -3.307
H 2.428 -2.080 -2.236
H 2.133 -6.225 1.542
H 2.822 -4.825 1.516
C 1.162 0.959 0.648
C 0.567 -0.185 -0.071
C -0.753 -0.018 -0.818
O -1.814 0.246 0.018
C -3.102 0.137 -0.539
N 1.579 -0.643 -0.980
H 1.648 1.690 0.002
H 1.950 0.575 1.297
H 0.470 1.569 1.229
H 0.343 -0.918 0.704
H -1.020 -0.885 -1.421
H -0.562 0.807 -1.504
H -3.553 -0.855 -0.501
H -3.103 0.534 -1.554
H -3.826 0.771 -0.028
H 2.447 -0.635 -0.463
H 1.530 -1.645 -1.095
C -4.621 -1.597 5.435
C -5.245 -1.820 4.043
C -4.401 -1.063 2.980
O -4.819 -1.252 1.631
C -4.003 -0.763 0.614
N -5.127 -3.268 3.766
H -4.974 -2.223 6.255
H -4.725 -0.566 5.772
H -3.548 -1.743 5.308
H -6.302 -1.565 3.969
H -3.390 -1.466 3.041
H -4.406 0.014 3.147
H -3.021 -1.233 0.669
H -3.689 0.269 0.774
H -4.467 -0.925 -0.359
H -5.309 -3.321 2.774
H -4.179 -3.599 3.659
C 4.392 -0.582 0.942
C 5.445 -0.709 -0.197
C 5.798 0.721 -0.796
O 7.032 0.726 -1.499
C 7.225 2.063 -1.905
N 6.569 -1.350 0.433
H 4.619 -1.316 1.714
H 3.373 -0.586 0.554
H 4.533 0.386 1.423
H 4.978 -1.424 -0.875
H 5.788 1.458 0.007
H 4.972 1.073 -1.415
H 7.193 2.787 -1.091
H 6.615 2.469 -2.712
H 8.170 2.003 -2.445
H 7.015 -0.777 1.135
H 7.332 -1.354 -0.230
C 2.136 3.191 1.398
C 2.664 3.443 0.041
C 3.615 2.256 -0.366
O 3.991 2.255 -1.754
C 4.932 3.254 -2.132
N 1.550 3.356 -0.905
H 1.662 2.231 1.603
H 1.338 3.865 1.707
H 2.927 3.210 2.148
H 3.105 4.439 0.014
H 3.141 1.316 -0.085
H 4.525 2.407 0.214
H 4.649 4.249 -1.790
H 4.915 3.426 -3.208
H 5.927 3.300 -1.690
H 1.381 2.399 -1.180
H 1.887 3.775 -1.760
*
```

| no. | HOMO (eV) |
| --- | --- |
| 1 | -8.6 |
| 2 | -9.1 |
| 3 | -7.7 |